Density functional theory data (ωB97M-V/def2-TZVPD) for 2 unconnected molecules or ions with the total composition C5H8ClF3O at a distorted geometry.

Geometry as XYZ:
```
18
C5H8ClF3O, DFT ωB97M-V/def2-TZVPD
C 1.23277 -1.23979 0.32766
C 0.49517 0.34666 -1.59351
C -2.34787 -0.43863 0.43984
C 0.87822 0.18254 -0.09962
C -0.13166 0.63007 0.91226
O 1.93850 1.13979 0.16933
F -2.77204 -0.73782 1.65289
F -0.09108 0.23442 2.16647
F -0.51857 1.94675 0.88333
Cl -3.27381 0.83163 -0.27770
H 2.32732 -1.55567 0.44122
H 0.82368 -2.03986 -0.38566
H 0.82269 -1.45230 1.26342
H -0.20879 -0.32642 -2.03409
H 0.04376 1.38877 -1.67295
H 1.55411 0.38979 -1.99500
H -2.34940 -1.36647 -0.10132
H 1.57702 2.06653 -0.09657
```

DFT total energy   -28033.27926 eV
HOMO-LUMO gap (spin up / spin down)   8.6 / 9.0 eV
Energy above the lowest of the compared OMol25 structures with the same formula, charge and spin   7.00 kcal/mol
Multiplicity   1


Density functional theory data (ωB97M-V/def2-TZVPD) for 2 unconnected molecules or ions with the total composition C5H8ClF3O at a distorted geometry.

Geometry as XYZ:
```
18
C5H8ClF3O, DFT ωB97M-V/def2-TZVPD
C -1.18164 0.13606 -1.31409
C -0.83998 -0.90315 1.03081
C 2.40812 -0.70838 -0.55184
C -0.82667 0.31884 0.17405
C 0.55083 0.97235 0.24338
O -1.88735 1.17950 0.71856
F 2.83754 -0.03943 -1.54214
F 0.81299 2.17745 -0.25319
F 0.99707 0.99833 1.55888
Cl 3.39231 -0.86996 0.77973
H -2.08185 0.69271 -1.57548
H -1.23978 -0.98169 -1.45263
H -0.50230 0.56704 -2.10040
H -1.81149 -1.39378 0.69749
H 0.00344 -1.48583 0.79469
H -0.73028 -0.68677 2.11874
H 1.73101 -1.50833 -0.87558
H -1.63197 1.53502 1.54903
```

DFT total energy   -28032.27234 eV
HOMO-LUMO gap (spin up / spin down)   8.0 / 10.0 eV
Energy above the lowest of the compared OMol25 structures with the same formula, charge and spin   0.00 kcal/mol
Multiplicity   3


Density functional theory data (ωB97M-V/def2-TZVPD) for 2 unconnected molecules or ions with the total composition C5H8ClN at a distorted geometry.

Geometry as XYZ:
```
15
C5H8ClN, DFT ωB97M-V/def2-TZVPD
C -0.48401 -1.37256 -0.08475
C 0.40964 2.05602 1.54385
C -0.81986 2.50460 0.72299
C -0.87148 1.33338 1.66751
C 0.73196 -2.07851 -1.84336
N 0.10330 -1.06119 -1.09258
Cl -0.42867 -3.09768 0.38338
H 1.16906 1.82697 0.79547
H 0.59542 2.44242 2.51248
H -1.51865 3.26876 1.05556
H -0.59413 2.08780 -0.23559
H -0.90103 -0.75943 0.72468
H 1.28546 -1.67835 -2.66196
H -0.07769 -2.71118 -2.23740
H 1.40069 -2.76105 -1.25028
```

DFT total energy   -19321.26805 eV
HOMO-LUMO gap   8.8 eV
Energy above the lowest of the compared OMol25 structures with the same formula, charge and spin   131.06 kcal/mol
Multiplicity   1


Density functional theory data (ωB97M-V/def2-TZVPD) for a gas-phase ion, C5H8ClN4O3S (charge +1) at a distorted geometry.

Geometry as XYZ:
```
22
C5H8ClN4O3S, DFT ωB97M-V/def2-TZVPD
C -1.46869 -0.69566 3.25080
N -1.96135 -0.84246 1.94420
S -2.01562 0.49336 1.01598
O -1.86092 1.60504 1.88042
O -2.98863 0.52052 -0.00519
C -0.43418 0.33598 0.12488
N 0.42867 1.33673 0.22757
C 1.30274 1.23081 -0.81342
C 0.92921 0.16809 -1.59194
C 1.58904 -0.33415 -2.92461
N 2.93561 -0.37364 -2.97223
O 0.90824 -0.60582 -3.87859
N -0.17677 -0.29970 -1.02266
Cl -0.92822 -1.76674 -1.44356
H -1.46062 0.29424 3.54820
H -1.94238 -1.33065 4.03731
H -0.42938 -0.91444 3.12831
H -1.68200 -1.73748 1.61611
H 0.43973 1.92196 1.00680
H 2.00701 2.04974 -1.05474
H 3.52871 -0.37679 -2.13603
H 3.27980 -0.67891 -3.93758
```

DFT total energy   -40765.92656 eV
Charge   +1
Structure (SMILES)   CNS(=O)(=O)c1[nH+]cc(C(N)=O)n1Cl
HOMO-LUMO gap   9.6 eV
Energy above the lowest of the compared OMol25 structures with the same formula, charge and spin   0.00 kcal/mol
Multiplicity   1


Density functional theory data (ωB97M-V/def2-TZVPD) for 2 unconnected molecules or ions with the total composition C5H8ClNO at a distorted geometry.

Geometry as XYZ:
```
16
C5H8ClNO, DFT ωB97M-V/def2-TZVPD
C -1.38419 0.61796 -1.36353
C 0.63787 -1.30286 -0.83088
C -0.21748 2.45019 0.69891
C -0.48813 -1.18426 0.19302
C -1.41740 -0.04374 -0.15245
N -1.33812 1.15358 -2.38708
O -1.22201 -2.38415 0.30419
Cl -2.85038 0.08346 0.78877
H 0.22652 -1.43108 -1.83029
H 1.25222 -2.16576 -0.59044
H 1.25612 -0.41171 -0.82642
H 0.78724 2.08263 0.70353
H -0.78416 2.43678 1.60486
H -0.56556 3.01212 -0.14016
H -0.07770 -1.02903 1.19879
H -1.54226 -2.63982 -0.57038
```

DFT total energy   -21370.91008 eV
HOMO-LUMO gap (spin up / spin down)   8.9 / 7.7 eV
Energy above the lowest of the compared OMol25 structures with the same formula, charge and spin   101.38 kcal/mol
Multiplicity   1


Density functional theory data (ωB97M-V/def2-TZVPD) for a molecular structure, C5H8ClNO.

Geometry as XYZ:
```
16
C5H8ClNO, DFT ωB97M-V/def2-TZVPD
C -0.44072 1.03931 -0.50460
C -1.10325 -0.38203 -0.54113
C -0.03747 -1.14067 0.26909
C 1.24454 -0.71512 -0.47442
C 0.86556 0.61739 0.18425
H -1.21029 1.65110 1.11498
H -0.29303 1.43262 -1.52782
H -1.23039 -0.76806 -1.58069
H -0.24021 -2.15901 0.57458
H 1.28409 -0.79638 -1.56293
H 2.15703 -1.13952 -0.03734
H 1.58572 1.40225 0.40786
H 1.01521 -0.47744 1.91872
N 0.25545 -0.12601 1.34483
O -1.12539 2.01451 0.21741
Cl -2.72685 -0.45293 0.19720
```

DFT total energy   -21373.57779 eV
HOMO-LUMO gap   10.5 eV
Energy above the lowest of the compared OMol25 structures with the same formula, charge and spin   39.86 kcal/mol
Multiplicity   1